No. 1
Entry from OMol25: 10 unconnected molecules or ions with the total composition C35H73N4O22P5S at a distorted geometry (the ωB97M-V functional and the def2-TZVPD basis).

Geometry as XYZ:
```
140
Properties=species:S:1:pos:R:3:lowdin_charge:R:1
C 5.86 5.54 0.59 -0.0790
O 5.53 4.51 -0.35 -0.2051
P 5.15 3.03 0.11 0.3849
O 6.26 2.08 0.15 -0.2159
O 4.35 3.17 1.47 -0.2168
C 3.54 2.07 1.87 -0.0911
O 4.04 2.64 -0.99 -0.2280
C 3.00 3.56 -1.36 -0.0768
H 6.90 5.51 0.91 0.0940
H 5.21 5.51 1.46 0.0747
H 5.62 6.48 0.08 0.0920
H 3.27 2.21 2.92 0.0891
H 3.94 1.07 1.69 0.0860
H 2.56 2.15 1.39 0.0615
H 3.00 4.45 -0.72 0.0828
H 2.09 2.98 -1.22 0.0649
H 3.15 3.91 -2.38 0.0988
C -7.72 -2.60 -1.41 -0.0826
O -7.52 -1.28 -1.92 -0.2158
P -6.80 -1.11 -3.32 0.3653
O -7.30 -1.94 -4.41 -0.2147
O -6.85 0.45 -3.63 -0.1937
C -6.34 1.38 -2.68 -0.1040
O -5.27 -1.40 -2.90 -0.2293
C -4.22 -1.10 -3.80 -0.1031
H -8.75 -2.92 -1.57 0.0939
H -7.53 -2.55 -0.34 0.0874
H -7.08 -3.36 -1.85 0.0819
H -5.34 1.71 -2.92 0.0835
H -6.36 0.99 -1.66 0.0872
H -6.98 2.26 -2.68 0.0911
H -4.57 -0.97 -4.83 0.0986
H -3.55 -1.96 -3.82 0.0608
H -3.66 -0.20 -3.53 0.0854
C 0.53 -3.89 2.78 -0.0761
O -0.45 -3.00 3.32 -0.2243
P -0.10 -1.97 4.48 0.3703
O 0.46 -2.61 5.68 -0.2196
O -1.49 -1.24 4.66 -0.1759
C -2.04 -0.38 3.66 -0.0853
O 0.84 -0.87 3.83 -0.2395
C 2.25 -1.03 3.72 -0.0925
H 0.61 -3.78 1.70 0.0596
H 0.17 -4.91 2.90 0.1023
H 1.50 -3.71 3.23 0.0802
H -1.34 -0.25 2.83 0.0648
H -2.22 0.58 4.15 0.0834
H -3.00 -0.69 3.24 0.0809
H 2.57 -0.96 2.68 0.0662
H 2.61 -1.96 4.15 0.0854
H 2.77 -0.24 4.27 0.0818
C -0.97 7.61 -0.14 -0.0830
O -0.39 6.34 -0.42 -0.1922
P -0.21 5.21 0.66 0.3769
O 0.03 3.86 0.11 -0.2308
O 0.91 5.77 1.64 -0.1992
C 1.65 4.98 2.58 -0.0625
O -1.50 5.32 1.60 -0.2471
C -2.75 4.84 1.11 -0.0926
H -0.26 8.41 -0.37 0.0932
H -1.29 7.70 0.89 0.0895
H -1.82 7.78 -0.80 0.0933
H 1.52 3.94 2.28 0.0588
H 1.31 5.18 3.59 0.0888
H 2.71 5.22 2.52 0.0829
H -2.92 3.85 1.55 0.0833
H -2.79 4.74 0.03 0.0932
H -3.56 5.40 1.59 0.0951
C -0.97 -2.22 -4.61 -0.0897
O -0.16 -1.07 -4.41 -0.2046
P 1.38 -1.11 -4.76 0.3790
O 2.10 -2.34 -4.36 -0.2296
O 1.37 -0.81 -6.31 -0.1894
C 2.53 -0.96 -7.10 -0.1056
O 1.95 0.24 -4.14 -0.1729
C 2.59 0.24 -2.88 -0.0953
H -0.38 -3.10 -4.89 0.0944
H -1.72 -2.10 -5.40 0.0937
H -1.44 -2.45 -3.66 0.0632
H 3.35 -1.56 -6.70 0.0898
H 3.01 0.01 -7.27 0.0904
H 2.23 -1.31 -8.08 0.0893
H 3.65 0.53 -2.97 0.0954
H 2.56 -0.70 -2.32 0.0609
H 2.18 1.03 -2.25 0.0737
O -5.77 -4.26 1.38 -0.3419
S -4.36 -4.51 1.13 0.6926
O -3.66 -5.70 1.58 -0.3236
C -3.91 -4.24 -0.60 -0.2019
C -2.67 -3.35 -0.66 -0.1882
C -2.24 -3.00 0.78 -0.2309
C -3.39 -3.07 1.75 -0.2093
H -4.79 -3.76 -1.02 0.0738
H -3.80 -5.20 -1.10 0.1085
H -1.85 -3.79 -1.21 0.0943
H -2.95 -2.42 -1.16 0.0950
H -1.73 -2.05 0.91 0.0974
H -1.50 -3.76 1.04 0.0915
H -4.14 -2.29 1.58 0.1000
H -3.13 -3.22 2.79 0.1023
C -0.10 2.21 4.00 -0.1360
C -0.87 3.37 4.16 -0.1005
C -0.57 3.85 5.43 -0.1274
N 0.41 3.07 5.96 0.0252
C 0.74 2.08 5.08 -0.1112
H -0.09 1.54 3.16 0.0672
H -1.54 3.85 3.48 0.0746
H -0.95 4.71 5.94 0.1093
H 0.90 3.19 6.83 0.1477
H 1.46 1.30 5.25 0.1001
C 0.83 -5.67 -0.88 -0.1135
C 1.30 -6.38 -2.01 -0.1089
C 1.90 -5.46 -2.84 -0.1337
N 1.72 -4.21 -2.30 0.0318
C 1.02 -4.34 -1.13 -0.1700
H 0.40 -6.03 0.04 0.0901
H 1.29 -7.44 -2.18 0.0889
H 2.46 -5.58 -3.74 0.1082
H 1.89 -3.31 -2.75 0.0847
H 0.64 -3.48 -0.60 0.0655
C 4.19 -2.17 0.77 -0.1291
C 5.08 -2.37 1.84 -0.1236
C 6.11 -1.48 1.68 -0.1274
N 5.89 -0.77 0.53 0.0197
C 4.76 -1.22 -0.06 -0.1314
H 3.31 -2.78 0.58 0.0775
H 5.03 -3.06 2.66 0.0924
H 6.91 -1.15 2.33 0.1080
H 6.42 0.07 0.30 0.1031
H 4.45 -0.95 -1.06 0.0957
C 0.88 -0.81 -0.15 -0.1011
C -0.14 -0.99 -1.11 -0.1308
C -0.95 0.12 -1.05 -0.1094
N -0.48 0.93 -0.05 0.0369
C 0.55 0.31 0.59 -0.1273
H 1.68 -1.50 0.06 0.0661
H -0.22 -1.71 -1.91 0.0744
H -1.83 0.49 -1.55 0.1090
H -0.84 1.85 0.17 0.1066
H 1.05 0.75 1.43 0.0792
```

Frontier orbital gap: 7.776 eV
HOMO: -7.9 eV
SMILES: COP(=O)(OC)OC.COP(=O)(OC)OC.COP(=O)(OC)OC.COP(=O)(OC)OC.COP(=O)(OC)OC.O=S1(=O)CCCC1.c1cc[nH]c1.c1cc[nH]c1.c1cc[nH]c1.c1cc[nH]c1

---

No. 2
Entry from OMol25: 3 unconnected molecules or ions with the total composition C35H74N11O5P3 at a distorted geometry (the ωB97M-V functional and the def2-TZVPD basis).

Geometry as XYZ:
```
128
Properties=species:S:1:pos:R:3:lowdin_charge:R:1
H -3.53 2.74 -4.00 0.0199
N -3.29 3.57 -3.39 0.0394
C -3.80 3.25 -2.12 -0.3806
N -4.48 1.90 -1.98 0.0412
N -3.57 4.27 -1.04 -0.0105
C -4.62 4.25 0.04 -0.2241
C -3.99 4.16 1.59 -0.1842
C -3.75 2.64 2.11 -0.2056
C -2.34 2.32 2.85 -0.1587
C -1.03 3.14 2.32 -0.0040
C -0.18 4.15 3.35 -0.0332
C -0.58 4.33 4.96 -0.1924
O -0.63 3.04 5.69 -0.2836
C 0.73 2.56 6.03 -0.1007
C 1.09 4.95 2.66 -0.2151
P 2.11 6.19 3.77 0.8652
C 3.96 5.73 3.67 -0.3391
O 1.82 7.82 3.13 -0.3895
C 1.53 4.78 1.05 -0.1307
N 2.68 5.63 0.59 0.0201
C 2.98 5.42 -0.86 -0.0660
C 2.15 4.38 -1.81 -0.0671
N 0.97 3.55 -1.39 0.0619
C 0.70 3.78 0.07 -0.0749
C -0.58 2.94 0.72 -0.0655
O -1.41 1.97 -0.06 -0.1859
C -0.47 0.81 -0.21 -0.1367
C -1.28 -0.64 -0.30 -0.2782
C -1.36 -1.42 1.18 -0.0958
C -0.85 -1.60 -1.54 -0.1766
C 0.72 -2.00 -1.68 -0.3801
C 1.67 -0.89 -2.46 -0.1208
C 1.50 -2.41 -0.31 -0.1208
H -4.55 1.61 -0.98 0.0495
H -3.97 1.17 -2.55 0.0838
H -2.60 4.28 -0.67 0.0993
H -5.17 5.31 0.00 0.1206
H -5.45 3.44 -0.07 0.1156
H -4.82 4.66 2.28 0.1149
H -3.07 4.88 1.62 0.1095
H -4.61 2.41 2.89 0.1211
H -3.95 1.88 1.21 0.1008
H -2.11 1.17 2.65 0.1184
H -2.53 2.39 4.02 0.1178
H -1.64 4.85 5.07 0.1413
H 0.19 5.00 5.55 0.0937
H 0.84 2.58 7.22 0.1092
H 0.78 1.44 5.64 0.1067
H 1.55 3.20 5.49 0.0858
H 4.57 6.54 4.26 0.0505
H 4.40 5.67 2.58 0.0304
H 4.07 4.67 4.19 0.0568
H 2.53 8.04 2.45 0.0529
H 3.88 6.02 -1.35 0.1092
H 2.51 4.28 -2.94 0.1108
H 0.17 0.80 0.79 0.1347
H 0.17 1.05 -1.16 0.1098
H -2.41 -0.32 -0.51 0.1287
H -0.44 -1.04 1.81 0.0857
H -2.40 -1.28 1.71 0.0847
H -1.23 -2.57 0.91 0.0648
H -1.25 -1.11 -2.53 0.1174
H -1.45 -2.62 -1.42 0.1246
H 0.76 -2.97 -2.38 0.1363
H 0.96 -0.19 -3.11 0.0863
H 2.29 -0.23 -1.68 0.0826
H 2.44 -1.47 -3.13 0.0742
H 2.01 -1.52 0.27 0.0826
H 0.85 -3.07 0.44 0.0703
H 2.39 -3.13 -0.64 0.0915
C 1.38 -3.69 -9.15 -0.1393
N 1.32 -3.10 -7.82 -0.3100
C 0.22 -3.74 -7.08 -0.1447
P 1.62 -1.46 -7.36 0.7775
O 2.12 -1.91 -5.96 -0.3213
N 3.24 -1.08 -7.86 -0.3448
C 3.97 -1.82 -8.88 -0.1502
C 4.19 -0.70 -6.81 -0.1482
N 1.05 -0.95 -8.97 -0.2734
C 1.52 0.39 -9.40 -0.1320
C -0.42 -0.85 -8.99 -0.1400
H 0.56 -3.37 -9.80 0.0718
H 1.33 -4.78 -9.10 0.0835
H 2.32 -3.49 -9.67 0.0490
H -0.76 -3.45 -7.48 0.0596
H 0.23 -3.48 -6.02 0.0658
H 0.29 -4.84 -7.13 0.0804
H 4.19 -2.84 -8.56 0.0860
H 4.93 -1.33 -9.11 0.0800
H 3.44 -1.82 -9.83 0.0648
H 4.57 -1.58 -6.28 0.0800
H 3.73 -0.02 -6.08 0.0703
H 5.05 -0.16 -7.22 0.0750
H 1.30 1.15 -8.64 0.0880
H 1.03 0.69 -10.34 0.0844
H 2.59 0.42 -9.63 0.0698
H -0.78 -0.15 -8.22 0.0878
H -0.90 -1.81 -8.82 0.0547
H -0.78 -0.51 -9.97 0.0868
C -1.90 -5.24 5.10 -0.1376
N -1.10 -4.07 4.76 -0.3045
C -0.58 -4.25 3.40 -0.1520
P -0.10 -3.12 5.80 0.7769
O -0.37 -1.85 4.96 -0.3228
N -1.10 -2.54 7.09 -0.3437
C -2.37 -3.13 7.47 -0.1491
C -1.22 -1.08 7.23 -0.1466
N 0.21 -4.59 6.76 -0.2731
C 0.67 -4.35 8.15 -0.1326
C 1.30 -5.39 6.15 -0.1403
H -1.29 -6.13 5.29 0.0720
H -2.58 -5.50 4.28 0.0840
H -2.55 -5.09 5.95 0.0493
H 0.19 -5.02 3.36 0.0619
H -0.13 -3.33 3.01 0.0467
H -1.37 -4.51 2.69 0.0792
H -3.12 -3.02 6.68 0.0861
H -2.77 -2.68 8.38 0.0805
H -2.26 -4.19 7.73 0.0649
H -1.94 -0.67 6.51 0.0818
H -0.26 -0.59 7.10 0.0604
H -1.57 -0.80 8.24 0.0773
H 1.53 -3.67 8.17 0.0869
H 0.95 -5.29 8.64 0.0842
H -0.11 -3.93 8.79 0.0701
H 2.22 -4.80 6.06 0.0870
H 1.03 -5.76 5.17 0.0551
H 1.51 -6.28 6.75 0.0866
```

Frontier orbital gap: 6.830 eV
HOMO: -8.1 eV
SMILES: [H]/N=C(\N)NCCCCc1c(COC)c(P(C)O)c2nccnc2c1OC[C@H](C)CC(C)C.CN(C)P(=O)(N(C)C)N(C)C.CN(C)P(=O)(N(C)C)N(C)C

---

No. 3
Entry from OMol25: 3 unconnected molecules or ions with the total composition C35H75Cl2F4NO13P4 at a distorted geometry (the ωB97M-V functional and the def2-TZVPD basis).

Geometry as XYZ:
```
134
Properties=species:S:1:pos:R:3:lowdin_charge:R:1
C -3.82 -6.36 0.21 -0.1343
C -4.04 -5.31 -0.99 -0.2498
C -4.46 -3.90 -0.29 -0.2007
C -3.08 -3.10 -0.06 -0.2285
C -3.27 -1.54 0.17 -0.2056
C -1.91 -0.75 0.54 -0.1971
C -0.57 -1.53 0.12 -0.2040
C 0.69 -0.53 -0.08 -0.1920
C 1.95 -0.92 0.80 -0.2082
C 3.09 0.21 0.77 -0.1918
C 3.52 0.68 -0.69 -0.2053
C 4.83 -0.11 -1.18 -0.2028
C 4.61 -1.70 -1.32 -0.1870
C 3.34 -2.14 -2.17 -0.1275
C 3.58 -3.18 -3.36 -0.3599
C 4.75 -4.24 -3.14 -0.1574
C 4.50 -5.36 -2.05 -0.6381
C 4.52 -4.89 -0.54 -0.1396
Cl 5.91 -6.56 -2.23 0.5393
O 3.82 -2.52 -4.63 -0.2246
C 4.90 -1.60 -4.62 -0.8608
Cl 5.80 -1.84 -6.24 0.5333
P 4.15 0.14 -4.69 0.8469
P 5.67 1.69 -4.73 0.4108
O 5.65 2.50 -6.04 -0.3901
O 7.23 1.13 -4.33 -0.2211
O 5.23 2.82 -3.50 -0.2416
C 2.19 -3.99 -3.59 -0.1744
C 0.97 -3.05 -3.99 -0.0747
C -0.41 -3.75 -3.51 -0.2141
O -1.49 -3.35 -4.41 -0.0998
N 2.36 -5.24 -4.36 0.0203
F 1.66 -6.30 -3.80 0.0210
C 1.94 -5.22 -5.74 -0.4444
F 2.49 -6.38 -6.34 0.0814
F 2.39 -4.17 -6.51 0.1447
F 0.54 -5.38 -5.95 0.0857
H -2.99 -5.95 0.86 0.0703
H -3.43 -7.32 -0.26 0.0679
H -4.80 -6.50 0.76 0.0743
H -4.80 -5.66 -1.75 0.0981
H -3.04 -5.23 -1.52 0.0912
H -5.20 -3.32 -0.91 0.1081
H -4.90 -4.13 0.73 0.1030
H -2.40 -3.59 0.72 0.1168
H -2.51 -3.21 -1.05 0.0831
H -4.03 -1.28 0.98 0.1030
H -3.69 -1.06 -0.79 0.1159
H -1.81 -0.56 1.66 0.1177
H -1.90 0.21 -0.07 0.1006
H -0.77 -1.96 -0.92 0.0749
H -0.34 -2.40 0.82 0.1106
H 1.02 -0.59 -1.17 0.0833
H 0.32 0.53 0.15 0.1137
H 1.60 -0.98 1.89 0.1198
H 2.40 -1.93 0.55 0.0858
H 4.02 -0.26 1.26 0.1119
H 2.75 1.05 1.45 0.1046
H 2.69 0.68 -1.46 0.0847
H 3.85 1.78 -0.59 0.1119
H 5.59 0.02 -0.34 0.1200
H 5.32 0.35 -2.10 0.0595
H 4.43 -2.07 -0.24 0.0943
H 5.60 -2.13 -1.62 0.1022
H 2.82 -1.21 -2.57 0.0790
H 2.59 -2.62 -1.46 0.1055
H 4.86 -4.79 -4.14 0.1283
H 5.79 -3.77 -2.98 0.1200
H 3.57 -5.98 -2.20 0.0914
H 4.56 -5.81 0.14 0.0834
H 5.40 -4.23 -0.25 0.0822
H 3.50 -4.40 -0.32 0.0801
H 5.68 -1.76 -3.83 0.0842
H 3.44 0.17 -5.95 -0.0216
H 7.76 1.94 -4.16 0.0834
H 4.30 2.58 -3.27 0.0373
H 1.94 -4.34 -2.52 0.1635
H 0.97 -2.04 -3.45 0.1201
H 0.89 -2.80 -5.09 0.1231
H -0.37 -4.88 -3.55 0.1145
H -0.73 -3.42 -2.48 0.0931
H -1.66 -4.08 -5.03 0.0837
C 0.85 5.68 2.07 -0.0730
C 1.89 4.91 2.86 -0.2863
O 1.41 4.54 4.15 -0.2319
P 0.25 3.36 4.23 0.7374
O 1.20 2.18 4.01 -0.2261
O 0.17 3.16 5.87 -0.2643
C 0.43 1.91 6.50 -0.2873
C 1.86 1.86 6.99 -0.0727
O -0.91 4.60 4.38 -0.2774
C -1.27 5.24 5.61 -0.2778
C -0.16 6.09 6.21 -0.0706
H 0.00 5.05 1.83 0.0360
H 1.28 6.06 1.14 0.0832
H 0.48 6.53 2.65 0.0817
H 2.21 4.02 2.31 0.1026
H 2.77 5.54 3.02 0.1200
H 0.20 1.07 5.84 0.1057
H -0.24 1.82 7.36 0.1173
H 2.58 2.06 6.19 0.0743
H 2.10 0.89 7.43 0.0777
H 2.03 2.63 7.75 0.0773
H -1.66 4.52 6.32 0.1148
H -2.10 5.90 5.37 0.1210
H 0.69 5.48 6.53 0.0687
H -0.53 6.63 7.08 0.0828
H 0.21 6.81 5.48 0.0781
C -8.22 2.19 -0.01 -0.0842
C -6.80 2.16 -0.56 -0.2949
O -5.95 3.05 0.15 -0.2315
P -5.53 2.64 1.70 0.7433
O -4.48 1.58 1.35 -0.2300
O -4.41 3.82 2.02 -0.2593
C -3.07 3.51 2.36 -0.2866
C -2.19 3.60 1.13 -0.0664
O -6.74 3.70 2.27 -0.2531
C -6.58 5.10 2.47 -0.2839
C -6.39 5.88 1.18 -0.0740
H -8.26 1.79 1.01 0.0690
H -8.89 1.59 -0.63 0.0789
H -8.60 3.21 0.03 0.0777
H -6.40 1.14 -0.52 0.1061
H -6.81 2.48 -1.60 0.1200
H -2.99 2.54 2.85 0.1074
H -2.74 4.26 3.08 0.0944
H -2.55 2.96 0.32 0.0746
H -1.16 3.31 1.36 0.0538
H -2.18 4.62 0.73 0.0837
H -5.78 5.30 3.19 0.1111
H -7.50 5.45 2.94 0.1196
H -5.45 5.63 0.68 0.0676
H -6.37 6.96 1.40 0.0818
H -7.19 5.68 0.48 0.0773
```

Frontier orbital gap: 7.477 eV
HOMO: -9.4 eV
SMILES: CCCCCCCCCCCCCC[C@](C[C@H](C)Cl)(O[C@@H](Cl)PP(=O)(O)O)[C@@H](CCO)N(F)C(F)(F)F.CCOP(=O)(OCC)OCC.CCOP(=O)(OCC)OCC

---

Question: What is the formula in the second record?
Answer: C35H74N11O5P3

---

Question: HOMO of number 1 (C35H73N4O22P5S)?
Answer: -7.9 eV

---

Question: Among the records above, which one has the lowest frontier orbital gap?
Answer: C35H74N11O5P3